Entry 1:
{
  "formula": "C12H24O17S4",
  "method": "wB97M-V/def2-TZVPD",
  "gap_ev": 10.60,
  "lumo_energy_ev": 0.34,
  "spin_multiplicity": 1,
  "total_charge": 0,
  "e_homo_ev": -10.3,
  "species": ["C", "H", "H", "O", "H", "C", "H", "H", "O", "C", "C", "C", "H", "H", "H", "O", "H", "H", "O", "C", "O", "H", "O", "H", "H", "O", "H", "O", "O", "H", "H", "O", "C", "C", "O", "O", "C", "H", "C", "O", "O", "H", "S", "H", "S", "H", "H", "C", "O", "C", "S", "H", "O", "O", "H", "S", "H"],
  "coordinates": [[18.73392, 11.22311, -14.87800], [18.76847, 11.98507, -15.65667], [24.53750, 11.80898, -6.97957], [23.32959, 15.54131, -8.71731], [19.64530, 13.69257, -9.00744], [15.65595, 15.33187, -9.32557], [15.63596, 17.32877, -8.92510], [15.13895, 15.61102, -10.24366], [19.01433, 15.54782, -12.93770], [22.46933, 17.54085, -7.79359], [23.77296, 16.62255, -9.58314], [16.33706, 16.51895, -8.72324], [18.16088, 10.35718, -15.20947], [19.57338, 12.41524, -10.25038], [21.38778, 14.59561, -9.51137], [20.90926, 11.23867, -11.89455], [24.83172, 16.58048, -9.83882], [23.00328, 18.62761, -9.51765], [20.01576, 10.89916, -14.35807], [23.47717, 17.93066, -8.82643], [19.51395, 16.73010, -10.76537], [23.15205, 16.45594, -10.46337], [20.94635, 14.81640, -11.59454], [21.98517, 13.34205, -10.58392], [18.41446, 12.92725, -13.48264], [22.89471, 9.75060, -7.30978], [17.26504, 16.90012, -9.14947], [19.78137, 9.06422, -12.54482], [20.77905, 11.02990, -7.99073], [24.01628, 13.24220, -9.60327], [22.54957, 18.13278, -6.88184], [14.69271, 15.06786, -8.35831], [24.09747, 12.62306, -7.55553], [19.73035, 13.47919, -10.07296], [22.81167, 12.38644, -7.17367], [15.73219, 14.06794, -6.24299], [18.08044, 11.90532, -13.66205], [21.48114, 17.41003, -8.23457], [23.03504, 16.07150, -7.46850], [16.51605, 16.17972, -7.43690], [18.72558, 14.29478, -10.78700], [22.36126, 15.37644, -6.96749], [15.27245, 15.28216, -6.86998], [16.99096, 11.89194, -13.69296], [22.26653, 10.93267, -7.88073], [24.36311, 18.37481, -8.37261], [16.25329, 14.43891, -9.50971], [21.15002, 14.01941, -10.40556], [14.27132, 16.12048, -6.13830], [24.05614, 12.29722, -9.06149], [19.50616, 15.50449, -11.58518], [24.47595, 13.59378, -7.23528], [23.01291, 11.40139, -9.28932], [18.43522, 11.22831, -12.52140], [25.02345, 11.90714, -9.37812], [19.89923, 10.52845, -12.72904], [23.91913, 16.03460, -6.83201]],
  "forces_ev_per_angstrom": [[-1.036, 1.082, 1.193], [0.596, -0.323, -0.150], [1.834, 0.273, -0.328], [0.945, -0.007, -0.958], [-0.625, -0.289, -0.053], [0.672, -0.246, -1.828], [-0.274, 0.443, 0.798], [-0.032, -0.137, 0.036], [0.454, 0.042, 1.384], [1.171, -2.497, 1.458], [-0.515, -0.218, 0.368], [0.003, 1.352, -3.374], [0.309, -0.194, 0.058], [-0.164, 0.357, -0.338], [0.528, 0.648, -0.615], [-2.550, -1.531, -2.788], [0.039, -0.449, 0.031], [0.414, 0.303, -0.045], [0.662, -0.514, 1.537], [-0.425, 0.248, -1.141], [-0.033, -2.611, -1.500], [0.240, 0.523, -0.297], [-0.209, 0.560, 0.074], [-0.664, -0.272, -0.308], [0.025, 0.276, -0.761], [-0.915, 2.239, -1.051], [0.260, -0.702, -0.044], [0.174, 3.736, -0.716], [4.597, -0.259, 0.089], [-1.088, -0.099, -0.252], [-0.616, 0.210, -0.217], [-1.346, -0.966, 1.726], [1.329, -2.065, -0.141], [0.218, -0.172, 0.741], [-4.745, -1.247, 0.829], [-0.111, 1.561, -1.112], [-1.348, 1.418, -1.178], [-0.108, 0.295, 0.371], [-1.000, 0.768, 0.594], [0.118, -0.915, 4.184], [1.782, 0.562, -0.433], [-0.521, 0.185, -0.121], [-2.590, 1.760, 1.627], [0.014, 0.030, -0.247], [-1.605, 1.824, 0.118], [0.023, -0.078, -0.158], [0.308, 0.108, 0.083], [-1.041, 0.225, 0.383], [3.075, -2.266, -2.147], [2.623, 1.458, 0.446], [-0.464, 0.813, 0.753], [-0.362, -0.040, -0.371], [-1.508, -1.352, 0.552], [2.038, -2.348, 1.383], [-0.120, -0.642, 0.056], [1.177, -1.587, 1.647], [0.384, 0.730, 0.153]],
  "lowdin_charge": [-0.1564, 0.1379, 0.1203, -0.2040, 0.1248, -0.1960, 0.1378, 0.1428, -0.2429, -0.1237, -0.1451, -0.2497, 0.1330, 0.1007, 0.1069, -0.2610, 0.1161, 0.1149, -0.1879, -0.1816, -0.2667, 0.1143, -0.1926, 0.1140, 0.1172, -0.2260, 0.1328, -0.2508, -0.2515, 0.1093, 0.1126, -0.1861, -0.2202, -0.1245, -0.2168, -0.2268, -0.2165, 0.1122, -0.2151, -0.1609, -0.2107, 0.1160, 0.7326, 0.1420, 0.8081, 0.1154, 0.1269, -0.1408, -0.2653, -0.1991, 0.6629, 0.1310, -0.1967, -0.1919, 0.1317, 0.7822, 0.1112]
}

Entry 2:
{
  "formula": "C12H24O2",
  "method": "wB97M-V/def2-TZVPD",
  "gap_ev": 10.27,
  "de_lowest_kcal_mol": 73.68,
  "lumo_energy_ev": 0.97,
  "spin_multiplicity": 1,
  "total_charge": 0,
  "e_homo_ev": -9.3,
  "species": ["C", "C", "H", "H", "C", "C", "O", "H", "C", "H", "C", "H", "C", "H", "H", "H", "C", "H", "H", "H", "H", "H", "H", "H", "H", "H", "C", "C", "H", "C", "H", "H", "H", "H", "O", "C", "H", "H"],
  "coordinates": [[-0.77586, -2.76082, -1.03947], [-0.16183, 3.06169, -1.53395], [2.05054, 0.27720, 3.24060], [-1.67797, -1.64628, 0.53779], [0.04566, 0.50443, 0.12643], [-1.30698, -1.49007, -0.51155], [0.21552, -0.24841, 1.36713], [0.15317, 3.78808, -0.80382], [2.46662, -0.08628, 2.30094], [-1.37387, -3.56984, -0.52346], [1.40228, -1.01309, 1.63901], [0.27311, -2.77750, -0.81049], [0.95833, 2.01804, -1.79514], [1.91641, -2.96227, 2.60937], [-2.83408, -2.09725, -1.90571], [1.78825, 2.64087, -2.24252], [1.25167, 1.26156, -0.46652], [1.70651, -1.40637, 0.66048], [-2.19430, 3.03347, -0.60805], [0.28598, -2.78820, 1.98942], [3.42300, -0.52602, 2.58924], [2.01756, 0.58106, -0.63380], [0.79226, -2.14317, 3.58580], [-1.78239, 1.45975, -1.66153], [-1.82288, 1.12337, 0.96988], [1.51015, 2.01003, 0.30674], [-0.99904, 1.65173, 0.38806], [-1.40489, 2.30391, -0.93272], [-2.25055, -0.35760, -2.20576], [-2.48852, -1.16872, -1.39240], [-0.65261, 2.36472, 1.10582], [-3.21050, -0.84547, -0.62498], [0.64220, 1.29019, -2.63391], [2.75837, 0.72084, 1.71329], [-0.36806, -0.47547, -0.79611], [1.09900, -2.35264, 2.53356], [-0.89106, -2.85601, -2.11276], [-0.56120, 3.48053, -2.42889]],
  "forces_ev_per_angstrom": [[0.123, -1.761, 0.979], [-1.456, -2.661, 0.454], [-0.187, 0.192, -0.056], [1.011, 0.781, -0.691], [-0.435, -0.071, 0.774], [-0.985, 0.434, -0.854], [0.168, 1.098, 0.756], [0.231, 0.542, 0.050], [-0.664, -1.700, 1.066], [0.990, 0.408, -0.745], [0.750, -0.592, 0.479], [0.605, -0.722, 0.286], [-0.864, 0.422, -1.111], [2.219, -1.527, -0.315], [-0.158, 0.877, 0.412], [-0.191, -1.143, 0.879], [-0.837, 0.974, 0.038], [0.480, 0.025, 0.180], [0.339, -0.619, -1.016], [-0.461, -0.767, 0.004], [-0.167, -0.746, -0.160], [1.772, -1.160, -0.116], [-0.015, 0.241, -0.861], [0.526, 2.065, 1.362], [0.372, 0.706, -1.017], [0.262, -0.431, -0.385], [-1.141, -3.265, 0.447], [-0.276, -0.438, 0.192], [-0.521, -1.669, 1.731], [-1.402, 0.880, -0.570], [0.730, 0.507, 0.296], [-0.685, 0.402, -1.211], [0.369, 1.003, 1.399], [0.048, 1.526, -1.207], [1.237, 1.110, -0.093], [-2.131, 4.208, -0.417], [0.014, 0.057, -0.168], [0.332, 0.813, -0.790]],
  "lowdin_charge": [-0.0645, -0.1942, 0.0841, 0.1591, -0.4482, -0.4768, -0.0839, 0.1028, -0.0370, 0.1143, -0.3452, 0.0709, -0.1652, 0.0319, 0.0800, 0.1165, -0.0991, 0.1252, 0.1168, 0.0494, 0.0782, 0.0897, 0.0879, 0.1198, 0.1367, 0.1311, -0.1153, -0.1746, 0.1137, -0.0573, 0.1075, 0.0799, 0.1362, 0.0284, -0.0674, -0.0010, 0.0802, 0.0894]
}